Record 1
Below is a 3-piece molecular cluster, C4H9O3S overall in a non-equilibrium geometry, with properties calculated with ωB97M-V/def2-TZVPD.

Geometry (Å):
O: -0.937 2.006 0.223
C: -1.520 0.947 -0.096
O: -2.535 0.392 0.409
C: -0.768 0.080 -1.266
C: 0.732 0.374 -1.226
C: 1.378 -0.401 -0.095
S: 3.146 -0.124 0.387
H: -1.028 -0.999 -1.089
H: -1.275 0.457 -2.183
H: 0.877 1.452 -0.980
H: 1.360 0.192 -2.104
H: 1.187 -1.491 -0.115
H: 0.818 -0.144 0.922
H: 0.742 0.403 1.589
H: -2.592 -2.425 1.753
H: -2.523 -1.420 0.612
O: -2.381 -2.403 0.805

* net charge: -1

For each atom in turn, the Löwdin charge in e is:
1 O -0.073
2 C -0.691
3 O -0.094
4 C -0.121
5 C -0.285
6 C -0.669
7 S 0.265
8 H 0.097
9 H 0.105
10 H 0.112
11 H 0.109
12 H 0.084
13 H 0.011
14 H 0.262
15 H 0.018
16 H 0.005
17 O -0.135


Record 2
Below is a 2-piece molecular cluster, C4H9O3S overall in a non-equilibrium geometry, with properties calculated with ωB97M-V/def2-TZVPD.

Geometry (Å):
O: 2.452 -0.583 0.606
C: 1.834 0.502 0.667
O: 2.138 1.681 0.952
C: 0.334 0.186 0.234
C: 0.167 -1.096 -0.483
C: -1.315 -1.116 -0.731
S: -1.659 -2.807 -1.711
H: -0.099 1.038 -0.306
H: -0.209 0.103 1.249
H: 0.730 -0.905 -1.512
H: 0.672 -1.924 -0.103
H: -1.912 -1.181 0.251
H: -1.695 -0.375 -1.293
H: -2.869 -3.031 -1.697
H: 0.046 3.372 1.948
H: 1.114 2.788 0.933
O: 0.270 3.349 0.996

* net charge: -1

For each atom in turn, the Löwdin charge in e is:
1 O -0.061
2 C -0.662
3 O -0.060
4 C -0.180
5 C -0.341
6 C -0.433
7 S 0.632
8 H 0.105
9 H 0.137
10 H 0.159
11 H 0.078
12 H 0.101
13 H 0.013
14 H -0.310
15 H 0.015
16 H -0.036
17 O -0.159


Number 1: HOMO level -4.76 eV, orbital gap 6.36 eV, LUMO 0.0586 hartree. Number 2: HOMO level -4.53 eV, orbital gap 7.45 eV, LUMO 0.1075 hartree.